Entry from the OMol25 dataset: 12 unconnected molecules or ions with the total composition C18H49N14O22 at a distorted geometry (the ωB97M-V functional and the def2-TZVPD basis).

Structure (ORCA input):
```
! RIJCOSX wB97M-V def2-TZVPD def2/J DEFGRID3
* xyz 1 1
C 2.50375 -0.90047 0.79577
C 2.36403 0.29409 1.73502
C 1.63976 1.50935 1.13626
C 1.86665 1.64693 -0.37318
C 0.15448 1.59366 1.54988
C -0.90587 1.87551 0.49846
N -1.19276 0.49442 -0.00724
C -1.00323 -0.27690 1.12505
N -1.39542 -1.51898 1.09610
N -0.44761 0.37513 2.19013
H 3.11739 -0.67000 -0.06358
H 1.54470 -1.30247 0.47632
H 3.01403 -1.69580 1.32867
H 3.35572 0.59608 2.05001
H 1.85808 -0.04549 2.63230
H 2.12429 2.37015 1.57826
H 1.46043 2.59456 -0.70340
H 1.47370 0.81440 -0.94893
H 2.93280 1.70533 -0.56007
H 0.10342 2.40526 2.26768
H -1.78019 2.19635 1.05442
H -0.70290 2.56898 -0.29976
H -0.40542 0.24291 -0.61152
H -2.16455 -1.75414 0.47506
H -0.95069 -2.27420 1.59584
H -1.23757 0.74227 2.75209
C -1.59972 1.92737 6.41040
N -1.20076 2.01729 4.98184
O -2.04787 1.73191 4.13887
O -0.07164 2.36508 4.73814
H -2.63305 1.60573 6.45568
H -0.93454 1.20711 6.87866
H -1.47654 2.91422 6.84855
C -3.01620 -4.31375 -2.16548
N -3.67907 -4.00145 -0.86982
O -4.29026 -4.87586 -0.31415
O -3.56933 -2.85366 -0.44160
H -3.20046 -5.35066 -2.40426
H -3.44429 -3.65256 -2.91400
H -1.95484 -4.12871 -2.04410
C 0.74400 -7.37432 -3.45158
N -0.58781 -6.73692 -3.27705
O -1.19285 -6.40162 -4.27197
O -0.99711 -6.59861 -2.13746
H 0.95895 -7.42955 -4.51127
H 1.47062 -6.75827 -2.93065
H 0.68690 -8.36440 -3.01015
C -2.45152 5.30799 3.23187
N -2.93323 5.30457 4.63989
O -4.01318 4.79484 4.86499
O -2.20751 5.81346 5.46789
H -3.19508 4.82229 2.61142
H -2.31171 6.34178 2.93143
H -1.50928 4.76602 3.21080
C 3.25455 3.10986 -4.13380
N 3.84953 1.81726 -3.69229
O 4.75120 1.85958 -2.87964
O 3.38252 0.80439 -4.17311
H 3.76707 3.91573 -3.62197
H 3.38812 3.17925 -5.20873
H 2.19993 3.08644 -3.87734
C -3.34516 -8.54287 -6.21210
N -2.62626 -9.69999 -5.61010
O -1.75621 -9.46414 -4.79099
O -2.95473 -10.80614 -5.97886
H -2.94211 -7.62942 -5.79103
H -3.18859 -8.58218 -7.28186
H -4.39835 -8.65680 -5.97503
C 6.51415 2.17328 1.44754
N 5.22870 2.84954 1.77680
O 4.58316 3.31534 0.85612
O 4.90474 2.89446 2.94572
H 6.65958 2.21815 0.37481
H 7.30257 2.70242 1.97363
H 6.43936 1.14735 1.79557
C -6.76863 6.94712 4.24628
N -6.17186 7.99180 3.37084
O -6.84386 8.95882 3.09347
O -5.03064 7.79220 2.98927
H -7.77724 7.23945 4.51129
H -6.76471 6.01856 3.68425
H -6.13815 6.86502 5.12636
C 1.53730 -1.10046 5.37681
N 0.79554 -1.25355 6.65986
O 0.31926 -2.33621 6.91401
O 0.72681 -0.26500 7.36922
H 1.52038 -2.05132 4.85750
H 1.03947 -0.32525 4.79974
H 2.55238 -0.80320 5.62209
C -2.09586 -6.92684 -10.58803
N -2.52884 -6.54278 -9.21606
O -3.62971 -6.90498 -8.84447
O -1.74872 -5.89194 -8.55292
H -2.88996 -7.49986 -11.05060
H -1.90091 -6.00985 -11.13502
H -1.18964 -7.51632 -10.48912
C 5.67189 6.85912 1.09322
N 6.32283 6.42158 -0.17139
O 7.29352 5.69488 -0.08412
O 5.82851 6.81458 -1.20703
H 6.21526 6.42757 1.92513
H 5.69902 7.94340 1.13552
H 4.64808 6.49882 1.06701
*
```

Gap between HOMO and LUMO (eV): 9.36
E_HOMO (hartree): -0.4568
Molecular weight (u): 813.67

Atom charges from the Mulliken analysis, given in e for atoms 1 to 4: -1.38 -0.22 0.84 -2.39

Entry from the OMol25 dataset: 10 unconnected molecules or ions with the total composition C18H52BO11P (the ωB97M-V functional and the def2-TZVPD basis).

Structure (ORCA input):
```
! RIJCOSX wB97M-V def2-TZVPD def2/J DEFGRID3
* xyz 0 1
C 2.06650 -2.21051 -0.35819
C 0.83965 -1.32822 -0.24222
C 0.94019 0.05332 -0.34380
C -0.18577 0.85679 -0.23341
C -1.45253 0.30736 -0.03580
C -2.63766 1.25504 0.08858
P -4.35310 0.46877 0.25361
C -6.07519 -0.43128 0.42066
B -5.86573 -1.91973 0.82835
O -5.68846 -2.88651 -0.15920
O -5.85772 -2.36660 2.14303
C -1.54442 -1.07594 0.03498
C -0.41585 -1.88752 -0.05890
H 2.87819 -1.75868 0.21087
H 2.35220 -2.29067 -1.40841
H 1.84540 -3.19958 0.03836
H 1.90286 0.53192 -0.48909
H -0.06244 1.93232 -0.30586
H -2.50256 1.82715 1.01540
H -2.62365 1.94954 -0.75605
H -4.93231 1.71001 0.56383
H -3.88449 -0.28086 1.37758
H -4.31710 0.03630 -1.10605
H -6.69199 0.10736 1.14556
H -6.55640 -0.42892 -0.56172
H -4.86216 -3.36916 -0.06047
H -5.37774 -1.76237 2.72043
H -2.49854 -1.56596 0.18200
H -0.51868 -2.96272 0.02060
C 2.54849 0.45727 3.12565
O 2.64381 1.69827 2.43521
H 3.00601 0.58055 4.10465
H 1.50089 0.17187 3.25285
H 3.07752 -0.32610 2.57628
H 2.23563 1.56629 1.57409
C 5.73398 -0.34013 1.05265
O 4.60626 0.23846 0.38738
H 5.59701 -1.41978 1.05247
H 6.65756 -0.08433 0.53618
H 5.79285 0.01293 2.08511
H 4.72936 1.19184 0.40560
C 3.11762 -6.24481 0.06265
O 2.93089 -5.40781 1.19821
H 2.50574 -5.84076 -0.74040
H 4.16169 -6.25065 -0.26104
H 2.79776 -7.26999 0.26599
H 3.46922 -5.75512 1.91425
C -7.90402 2.91021 -0.45834
O -6.66812 2.55796 -1.07628
H -7.68111 3.63869 0.31799
H -8.59192 3.36089 -1.17758
H -8.37904 2.03910 -0.00017
H -6.85882 1.90966 -1.76032
C -4.02139 4.81737 0.42188
O -3.82137 4.47859 1.79115
H -5.04147 4.54642 0.16131
H -3.88388 5.88854 0.25214
H -3.33620 4.25738 -0.21997
H -2.91947 4.71163 2.02688
C 9.68606 1.53985 1.30757
O 8.78991 0.84624 0.45030
H 9.50630 1.19481 2.32352
H 10.72701 1.33135 1.04564
H 9.51916 2.62006 1.27003
H 8.93970 1.13567 -0.45643
C -9.77194 -2.28475 -0.68813
O -9.85928 -1.32554 0.36110
H -10.24974 -1.85356 -1.56458
H -8.72923 -2.50966 -0.92876
H -10.29118 -3.20905 -0.42247
H -9.43542 -1.69899 1.13893
C 7.73078 0.47810 -3.47970
O 8.24337 0.13196 -2.19194
H 8.37966 1.24203 -3.90004
H 7.73295 -0.39137 -4.14150
H 6.71771 0.87940 -3.40925
H 7.67071 -0.54379 -1.81784
C 3.47686 1.72853 -2.67846
O 4.73987 2.38565 -2.59477
H 3.07337 1.91441 -3.67035
H 3.59563 0.65194 -2.53246
H 2.78341 2.12223 -1.93089
H 5.09831 2.20937 -1.72065
*
```

Gap between HOMO and LUMO (eV): 8.60
SMILES: Cc1ccc(C[PH3]CB(O)O)cc1.CO.CO.CO.CO.CO.CO.CO.CO.CO
E_HOMO (hartree): -0.2987
Molecular weight (u): 486.39

Atom charges from the Mulliken analysis, given in e for atoms 1 to 4: -0.98 0.18 -0.06 -0.69